Record 1
Formula: C44H111F4HgN9O24S4
Source: the OMol25 dataset
Level of theory: the ωB97M-V functional and the def2-TZVPD basis

The geometry in ORCA input format:
```
! RIJCOSX wB97M-V def2-TZVPD def2/J DEFGRID3
* xyz 0 1
Hg -21.52062 -3.86224 22.68213
N -20.84016 -2.18094 23.84748
S -19.73411 -1.11485 23.62733
O -18.44162 -1.34183 24.23174
O -20.16539 0.31447 23.45305
F -19.45230 -1.58198 22.12404
S -21.08562 -1.54372 25.41656
O -21.90687 -0.33740 25.59749
O -20.08113 -1.83366 26.44116
F -22.09923 -2.74215 25.78280
N -22.31711 -3.44938 20.72031
S -22.68040 -1.91280 20.13874
O -24.09436 -1.52723 19.89220
O -21.68085 -1.30242 19.23126
F -22.48908 -1.25535 21.61317
S -22.89210 -4.12230 19.46067
O -22.18426 -3.92661 18.19094
O -24.35141 -4.32392 19.45231
F -22.38947 -5.58752 19.88953
C -19.16966 -4.56327 20.15174
C -17.70455 -4.23967 20.33832
O -16.97947 -5.49334 20.55669
O -19.80646 -5.05911 21.32145
H -19.16943 -5.25846 19.31221
H -19.81114 -3.77734 19.75308
H -17.49455 -3.55144 21.15706
H -17.27602 -3.81496 19.43052
H -16.03872 -5.30839 20.50774
H -19.35396 -5.85562 21.60852
C -21.40892 -6.15526 15.69497
O -21.67375 -6.56046 14.38056
C -20.88189 -5.83479 13.42250
C -20.56311 -6.63130 12.16460
N -21.77316 -6.89344 11.41337
C -21.59095 -7.89205 10.43376
C -22.93663 -8.23079 9.77992
O -22.82947 -9.29414 8.79003
C -22.10451 -8.90983 7.58949
H -21.64985 -5.09535 15.77650
H -20.40225 -6.25453 16.10099
H -22.02481 -6.63850 16.45343
H -19.92796 -5.50908 13.83727
H -21.29693 -4.85595 13.18226
H -20.02309 -7.54914 12.39712
H -19.84091 -6.11882 11.52907
H -22.42800 -7.28594 12.07461
H -21.11550 -8.79105 10.82599
H -20.93967 -7.48252 9.66161
H -23.35294 -7.29529 9.40623
H -23.67571 -8.55781 10.51130
H -22.59144 -8.00986 7.21391
H -22.06153 -9.74110 6.88575
H -21.07031 -8.63897 7.80203
C -15.87553 0.25155 21.46031
O -17.01783 -0.43045 20.91734
C -17.76955 0.41257 20.04900
C -18.56732 -0.38523 18.98515
N -17.73141 -1.23415 18.17564
C -18.51862 -1.78826 17.08402
C -17.72705 -2.75278 16.11305
O -17.09155 -3.75769 16.85790
C -15.93891 -4.36414 16.20097
H -15.35043 0.86146 20.72521
H -15.14501 -0.48945 21.78491
H -16.11798 0.83766 22.34675
H -17.15024 1.18751 19.59730
H -18.45719 0.95180 20.70052
H -19.29782 0.14933 18.37793
H -19.22648 -1.06031 19.53091
H -17.56768 -2.03572 18.76790
H -18.95810 -0.95430 16.53679
H -19.30498 -2.43045 17.48068
H -17.05327 -2.10259 15.55504
H -18.39285 -3.22546 15.39099
H -15.73565 -5.40125 16.46777
H -15.08789 -3.79296 16.57196
H -16.04412 -4.35730 15.11608
C -29.79599 -11.48132 22.96513
O -28.61314 -11.06826 22.31796
C -28.09149 -11.95545 21.28338
C -26.64100 -11.32837 20.92859
N -26.79544 -10.09203 20.10775
C -25.51920 -9.39850 20.12045
C -25.69600 -8.01888 19.52585
O -26.45523 -7.29477 20.46124
C -27.02759 -6.10887 20.02505
H -29.57931 -12.40357 23.50421
H -30.56268 -11.69422 22.22018
H -30.09704 -10.61453 23.55347
H -28.79734 -12.03983 20.45709
H -28.03959 -12.94440 21.73878
H -26.14360 -12.05680 20.28821
H -26.16786 -11.15968 21.89595
H -27.41788 -9.42026 20.53365
H -24.78793 -10.01315 19.59551
H -25.34145 -9.18410 21.17427
H -26.12179 -7.98285 18.52310
H -24.67474 -7.63890 19.49854
H -27.73375 -6.33056 19.22486
H -26.27909 -5.36098 19.76331
H -27.52053 -5.62582 20.86872
C -22.83923 -9.58534 23.45686
O -21.90100 -8.73219 22.79651
C -20.95481 -9.41882 21.97275
C -20.13067 -8.31053 21.20363
N -19.12048 -7.72372 22.03003
C -17.96014 -8.59260 22.12413
C -17.19283 -8.31224 23.46038
O -17.88425 -8.65927 24.61901
C -18.29689 -10.03793 24.78147
H -23.34119 -10.10529 22.64091
H -23.54670 -9.09933 24.12870
H -22.34090 -10.29801 24.11403
H -21.59534 -9.90863 21.23933
H -20.36851 -10.14924 22.53027
H -20.84563 -7.56829 20.84865
H -19.69053 -8.80174 20.33583
H -19.52993 -7.73241 22.95327
H -17.45187 -8.51269 21.16320
H -18.20833 -9.65368 22.14846
H -16.97218 -7.24482 23.46526
H -16.31447 -8.95524 23.40448
H -19.34759 -10.18317 24.53037
H -18.15435 -10.19591 25.85050
H -17.71473 -10.83233 24.31444
C -18.89073 -4.62648 24.67423
O -20.22140 -4.94603 24.22407
C -20.88616 -5.99555 24.90055
C -22.33782 -6.00281 24.50684
N -22.51858 -6.00203 23.07021
C -23.97992 -6.06746 22.82308
C -24.75698 -4.76116 23.15237
O -23.81241 -3.66492 23.34151
C -24.45389 -2.53773 23.86030
H -18.38068 -3.94757 23.99083
H -18.39109 -5.59137 24.76051
H -18.88714 -4.19516 25.67525
H -20.81935 -5.88123 25.98247
H -20.40147 -6.95180 24.70367
H -22.81838 -5.14590 24.97894
H -22.83914 -6.89269 24.88748
H -22.27524 -6.93825 22.77975
H -24.44282 -6.86524 23.40392
H -24.09787 -6.26484 21.75761
H -25.20270 -4.95959 24.12708
H -25.44543 -4.48083 22.35515
H -25.33520 -2.24450 23.28985
H -23.88024 -1.61575 23.95508
H -24.88471 -2.78086 24.83158
C -22.59623 2.04910 20.49976
O -23.37521 2.60882 21.62084
C -23.70060 1.61403 22.58735
C -24.39424 2.16031 23.80445
N -25.69530 2.72858 23.40121
C -26.26744 3.65690 24.40039
C -25.47430 5.00981 24.49244
O -25.57531 5.72134 23.24030
C -24.65899 6.81248 23.19735
H -23.16988 1.34307 19.89930
H -21.60665 1.67132 20.75687
H -22.30760 2.85564 19.82575
H -22.75246 1.22850 22.96218
H -24.25314 0.79403 22.12867
H -23.67076 2.91582 24.11085
H -24.57974 1.39432 24.55741
H -25.30940 3.25753 22.63219
H -26.38564 3.14964 25.35789
H -27.28955 3.90593 24.11514
H -24.46074 4.72916 24.77883
H -25.85543 5.61197 25.31721
H -24.75684 7.39000 22.27811
H -23.61834 6.49009 23.23224
H -24.76501 7.49805 24.03809
C -22.10757 0.92060 16.99554
O -21.88057 2.29166 16.66303
C -23.02372 2.79100 15.94514
C -22.69864 4.22024 15.60871
N -22.91469 4.98317 16.86943
C -22.15317 6.24843 16.81026
C -22.34394 7.07322 18.11408
O -21.63419 6.26145 19.01317
C -21.82476 6.73368 20.30883
H -22.24667 0.35505 16.07418
H -22.91423 0.78832 17.71657
H -21.16975 0.57219 17.42820
H -23.86199 2.71173 16.63734
H -23.24096 2.30186 14.99559
H -23.37108 4.54789 14.81588
H -21.69032 4.26911 15.19760
H -22.47964 4.46698 17.62068
H -22.47517 6.86949 15.97438
H -21.10620 6.00100 16.63493
H -23.41208 7.19087 18.29664
H -21.79983 7.98497 17.86758
H -21.31625 6.29305 21.16636
H -22.87212 6.55874 20.55485
H -21.59653 7.79940 20.32487
*
```

Results
**Energy above the lowest of the compared OMol25 structures with the same formula, charge and spin**: 147.8 kcal per mole
**Energy**: -6186.646174 a.u.
**E_HOMO**: -8.386 eV

---

Record 2
Formula: C44H112BN8O24
Source: the OMol25 dataset
Level of theory: the ωB97M-V functional and the def2-TZVPD basis

The geometry in ORCA input format:
```
! RIJCOSX wB97M-V def2-TZVPD def2/J DEFGRID3
* xyz -1 1
O 2.07007 -0.24722 1.15609
C 1.11782 -0.05571 0.36290
O -0.14808 -0.50974 0.57819
B -1.00461 0.03360 -0.51175
O -0.12243 0.81697 -1.36667
C 1.13732 0.79069 -0.96805
O 2.10262 1.28350 -1.55385
O -2.10657 0.80648 0.16907
C -3.29344 0.41780 -0.40701
O -4.36148 0.97219 -0.14467
C -3.00854 -0.85522 -1.30043
O -1.70655 -0.99185 -1.31561
O -3.82434 -1.40838 -2.06127
C -2.40662 0.55837 3.59541
C -3.56330 1.28586 4.22686
C -3.21847 2.57238 4.89931
O -2.29370 2.42797 5.96354
C -2.79372 1.63820 7.00282
N -4.52750 1.51987 3.20975
H -2.68999 -0.48496 3.45661
H -1.67695 0.52289 4.40437
H -2.02813 0.96067 2.65572
H -4.02085 0.66795 4.99947
H -4.18244 2.90254 5.28640
H -2.87077 3.32188 4.18836
H -3.76588 2.00852 7.32817
H -2.21898 1.69559 7.92720
H -2.96196 0.59219 6.74657
H -4.15743 1.44509 2.27297
H -4.75415 2.48942 3.37915
C 0.07117 3.57257 1.62068
C -1.19977 4.42970 1.34222
C -0.95077 6.04448 1.35766
O -0.32770 6.50803 2.52601
C -1.26111 6.51592 3.59674
N -1.81528 4.07135 0.08278
H 0.96362 3.79330 1.03509
H -0.10035 2.56154 1.25121
H 0.52357 3.53229 2.61154
H -1.77600 4.36221 2.26499
H -1.78194 6.62761 0.96117
H -0.25596 6.28746 0.55374
H -2.25543 6.95600 3.52082
H -0.92189 7.12859 4.43200
H -1.36583 5.54922 4.08930
H -2.15947 3.12682 0.18028
H -2.69059 4.56884 0.00273
C 0.72368 -3.80997 -0.40032
C 1.98306 -4.43332 -1.13398
C 2.99341 -5.11555 -0.09759
O 4.15020 -5.74735 -0.66156
C 5.17839 -4.77265 -0.92687
N 1.60304 -5.15836 -2.27472
H 1.13834 -2.97968 0.17131
H 0.07471 -4.31837 0.31274
H 0.07011 -3.40063 -1.17064
H 2.42207 -3.47660 -1.41697
H 2.58795 -5.97562 0.43530
H 3.36769 -4.34840 0.58027
H 4.97758 -4.25773 -1.86637
H 6.08850 -5.37176 -0.95601
H 5.24761 -4.00972 -0.15147
H 2.33302 -5.55989 -2.84568
H 1.10728 -5.98294 -1.96752
C 0.97163 3.16306 5.26657
C 1.22897 1.63971 5.30934
C 1.39346 0.88810 3.98655
O 1.53570 -0.52850 4.15254
C 0.31902 -1.14678 4.43032
N 2.29731 1.36321 6.25547
H 1.33665 3.48745 6.24106
H -0.07117 3.47512 5.20918
H 1.48930 3.81590 4.56379
H 0.35883 1.31590 5.88038
H 2.23973 1.35268 3.48049
H 0.53949 1.16211 3.36709
H -0.04832 -0.97206 5.44156
H 0.61093 -2.19444 4.50323
H -0.47206 -1.05060 3.68665
H 2.17117 0.40234 6.53996
H 2.16406 1.96105 7.05855
C -0.27781 -2.25909 -4.12951
C 0.35176 -3.01429 -5.31925
C 1.91956 -3.19981 -5.34803
O 2.41700 -3.83192 -6.53845
C 2.49485 -5.26128 -6.55926
N -0.25231 -4.29928 -5.38279
H -1.07451 -1.67168 -4.58592
H 0.39131 -1.49775 -3.72859
H -0.68750 -2.86911 -3.32444
H 0.13904 -2.45077 -6.22770
H 2.23969 -3.74642 -4.46100
H 2.46225 -2.26349 -5.47801
H 2.44776 -5.68849 -7.56095
H 1.70115 -5.74204 -5.98740
H 3.44059 -5.73719 -6.30005
H 0.04989 -4.82284 -4.57367
H 0.30731 -4.66951 -6.13767
C -5.67574 -4.48992 -0.95953
C -5.97769 -3.31433 0.02567
C -5.03398 -2.92467 1.13424
O -4.71980 -4.11467 1.86566
C -4.72907 -3.99606 3.28713
N -6.39963 -2.18386 -0.73678
H -4.62008 -4.45358 -1.22854
H -6.18800 -4.44719 -1.92071
H -5.83132 -5.47945 -0.52970
H -6.87932 -3.75802 0.44793
H -5.59705 -2.31500 1.84089
H -4.22920 -2.34415 0.68320
H -5.70842 -3.75030 3.69769
H -4.00057 -3.21708 3.51205
H -4.36103 -4.86892 3.82636
H -6.34347 -1.35021 -0.16935
H -5.72672 -2.03008 -1.47409
C 6.63250 -1.12759 -0.81623
C 5.49795 -0.07832 -1.03041
C 5.74993 0.49626 -2.40718
O 7.00912 1.22813 -2.34998
C 7.58788 1.67562 -3.62605
N 4.25785 -0.77827 -0.85803
H 6.81944 -1.65625 0.11847
H 7.58230 -0.68303 -1.11343
H 6.49411 -2.00395 -1.44942
H 5.64280 0.67176 -0.25291
H 4.97177 1.21893 -2.65280
H 5.69996 -0.27778 -3.17297
H 6.89429 2.34121 -4.13986
H 7.87327 0.82478 -4.24471
H 8.55891 2.15918 -3.51938
H 3.42672 -0.24606 -1.07269
H 4.22121 -0.91222 0.14238
C 5.02475 -1.03554 4.88155
C 4.81574 -1.43691 3.47127
C 5.80025 -2.49021 3.01710
O 7.09986 -2.04051 2.89718
C 8.11890 -3.05409 2.72545
N 3.46870 -2.00490 3.15960
H 6.08101 -0.78796 4.98696
H 4.84730 -1.95072 5.44639
H 4.44456 -0.12268 5.01629
H 5.11203 -0.59617 2.84401
H 5.42411 -2.58523 1.99848
H 5.64433 -3.50487 3.38351
H 8.98023 -2.49544 2.35923
H 7.87381 -3.83003 2.00023
H 8.26760 -3.39827 3.74894
H 2.95498 -1.53596 3.89193
H 3.12986 -1.54303 2.32775
C 3.13140 5.63322 -1.40561
C 3.90503 4.42651 -1.98425
O 3.22268 3.62769 -2.94885
O 3.18445 6.72624 -2.20758
H 3.68734 5.79657 -0.48239
H 2.14554 5.25487 -1.13536
H 4.21948 3.70171 -1.23332
H 4.74665 4.90700 -2.48315
H 3.13606 2.79349 -2.48173
H 2.52516 7.36876 -1.93536
C -1.20785 3.14014 -4.80442
C -1.18907 3.14805 -3.21593
O -1.75545 4.40226 -2.78547
O -2.48588 3.42118 -5.43162
H -0.68029 2.32020 -5.29174
H -0.45910 3.90694 -5.00313
H -0.15785 3.01724 -2.88795
H -1.86760 2.44880 -2.72730
H -1.58381 4.32114 -1.84443
H -2.95820 2.58907 -5.50976
C -4.68482 0.06575 -5.10396
C -5.70280 0.55707 -6.12777
O -5.81134 1.92573 -6.02997
O -3.60787 0.89962 -4.89023
H -4.33569 -0.93291 -5.36642
H -5.28739 0.08934 -4.19596
H -6.67306 0.15545 -5.83551
H -5.49922 0.33219 -7.17471
H -6.72038 2.03196 -5.74022
H -3.47094 1.01341 -3.94689
C -7.39724 1.03261 -0.29587
C -7.49798 0.73860 -1.80347
O -7.59645 2.00936 -2.47504
O -8.67621 1.64254 -0.11922
H -6.59172 1.70778 -0.00709
H -7.34720 0.13318 0.31782
H -8.32521 0.05630 -1.99904
H -6.54872 0.25470 -2.03339
H -6.73615 2.43093 -2.53645
H -8.63383 2.29871 -0.81866
*
```

Results
**Energy above the lowest of the compared OMol25 structures with the same formula, charge and spin**: 11.5 kcal per mole
**Energy**: -4012.203626 a.u.
**E_HOMO**: -7.047 eV

---

- Which of these has the lowest energy?
  C44H111F4HgN9O24S4